{
  "formula": "C2H6BrOP",
  "method": "ωB97M-V/def2-TZVPD",
  "multiplicity": 1,
  "fmax_ha_per_bohr": 0.060,
  "relative_energy_ev": 3.966,
  "homo_ev": [-8.287, -9.136],
  "elements": ["C", "C", "O", "P", "Br", "H", "H", "H", "H", "H", "H"],
  "xyz": [[-1.186107, 0.903649, 0.886235], [-0.530143, -0.434640, 0.886305], [0.313789, 0.072858, -1.450310], [0.838459, -0.734223, -0.137154], [3.586729, -0.649426, -1.989268], [-0.886987, 1.422177, -0.094431], [-2.359627, 0.815035, 1.002276], [-0.812602, 1.563556, 1.687304], [-0.453655, -0.753679, 1.922065], [0.985249, -0.033414, -2.199636], [0.504897, -2.171892, -0.513385]],
  "forces_ev_per_angstrom": [[-1.1, 1.1, -1.9], [0.9, 1.3, 1.5], [1.5, -0.5, -1.1], [-1.2, -1.7, -2.3], [-1.0, 0.0, 0.7], [-1.1, -0.6, 1.4], [2.3, 0.1, -0.3], [-0.3, -0.5, 0.0], [-0.1, -1.1, -0.1], [-0.7, 0.3, 1.3], [0.8, 1.5, 0.8]]
}


{
  "formula": "C2H6Cl",
  "method": "ωB97M-V/def2-TZVPD",
  "s2": 0.75,
  "multiplicity": 2,
  "fmax_ha_per_bohr": 0.076,
  "relative_energy_ev": 0.440,
  "homo_ev": [-8.772, -11.799],
  "elements": ["Cl", "H", "C", "C", "H", "H", "H", "H", "H"],
  "xyz": [[1.751225, 1.042594, 0.956499], [1.828588, 0.433468, -0.060765], [1.728736, -0.796221, -2.295130], [0.370079, -1.441319, -2.070238], [1.792556, 0.360637, -2.500105], [2.647304, -1.182744, -1.675464], [0.066809, -2.074489, -2.955961], [0.419626, -2.082966, -1.143612], [-0.409413, -0.643080, -1.888024]],
  "forces_ev_per_angstrom": [[-0.3, 2.0, 3.3], [0.3, -2.0, -3.4], [1.2, 1.6, 1.6], [0.1, 0.2, 0.3], [-0.2, -2.5, 0.1], [-1.8, 0.6, -1.5], [0.2, 0.6, 1.0], [-0.2, 0.5, -1.1], [0.7, -0.9, -0.4]]
}


What did the second record say?
{
  "formula": "C2H6Cl",
  "method": "ωB97M-V/def2-TZVPD",
  "s2": 0.75,
  "multiplicity": 2,
  "fmax_ha_per_bohr": 0.076,
  "relative_energy_ev": 0.440,
  "homo_ev": [-8.772, -11.799],
  "elements": ["Cl", "H", "C", "C", "H", "H", "H", "H", "H"],
  "xyz": [[1.751225, 1.042594, 0.956499], [1.828588, 0.433468, -0.060765], [1.728736, -0.796221, -2.295130], [0.370079, -1.441319, -2.070238], [1.792556, 0.360637, -2.500105], [2.647304, -1.182744, -1.675464], [0.066809, -2.074489, -2.955961], [0.419626, -2.082966, -1.143612], [-0.409413, -0.643080, -1.888024]],
  "forces_ev_per_angstrom": [[-0.3, 2.0, 3.3], [0.3, -2.0, -3.4], [1.2, 1.6, 1.6], [0.1, 0.2, 0.3], [-0.2, -2.5, 0.1], [-1.8, 0.6, -1.5], [0.2, 0.6, 1.0], [-0.2, 0.5, -1.1], [0.7, -0.9, -0.4]]
}